45
Properties=species:S:1:pos:R:3:forces:R:3:nbo_charge:R:1 method="wB97M-V/def2-TZVPD" homo_lumo_gap_ev="7.0 / 7.0" energy_ev=-44815.011 charge=+2 relative_energy_kj_mol=54.1
C -2.5271 3.3392 -1.4518 0.7 0.2 0.0 0.16
H 3.4432 -0.9433 -1.6359 -0.1 0.2 -0.1 0.52
C 0.2958 -2.0931 3.9075 0.0 0.0 0.1 -0.10
C -0.6619 -1.7714 1.7596 0.4 0.0 0.0 0.05
H 2.0489 4.2851 -1.5310 0.0 0.0 0.0 0.26
C 1.5856 -1.2554 2.0655 -0.3 0.0 -0.2 0.24
H -1.6651 -2.6375 -1.1233 0.0 0.0 0.0 0.24
C 3.1469 -2.4455 -0.3362 0.0 0.0 -0.3 -0.07
H 2.5300 1.8499 -1.3365 0.0 0.0 0.0 0.22
N -1.2527 -0.6159 -1.1326 -0.1 0.2 0.5 -0.39
O 2.6809 -1.4228 -1.2886 0.0 -0.4 0.7 -0.75
S -4.6454 4.3395 -1.5874 -0.2 0.2 0.0 1.05
H 2.6727 0.0345 0.7778 0.0 0.1 -0.1 0.20
H 2.3736 -1.5559 4.0237 0.0 0.0 0.0 0.25
C -1.0971 3.0400 -1.4031 -0.5 0.4 0.0 -0.09
C 2.8850 -0.7428 1.5114 -0.1 0.1 0.1 -0.45
H -0.3392 5.0422 -1.5777 0.0 0.0 0.0 0.27
C -3.9671 -0.1730 -1.3504 -0.1 0.0 0.0 -0.06
C -3.4669 -1.4565 -1.2954 0.0 -0.1 -0.1 -0.22
H 0.2202 -2.3890 4.9462 0.0 0.0 0.0 0.25
H 3.8334 -3.1161 -0.8463 0.1 0.1 -0.1 0.23
C 3.7600 -1.8261 0.8884 0.2 0.0 0.1 -0.44
H -5.0319 0.0148 -1.4288 0.0 0.0 0.0 0.27
H -1.7710 -2.4947 3.4253 0.0 0.0 0.0 0.25
H -1.4999 -1.8111 1.0853 -0.1 0.0 0.0 0.20
C -3.0819 0.9065 -1.3267 -0.4 0.4 -0.1 -0.05
C -3.4837 2.3089 -1.4216 -0.1 -0.7 0.0 0.08
C 1.4950 -1.6345 3.3951 0.0 0.0 0.1 -0.23
N 0.5064 -1.3371 1.2501 0.1 -0.6 0.3 -0.52
C -0.7384 1.7119 -1.2880 0.0 -0.5 0.0 0.23
C 1.5130 2.2175 -1.3525 -0.2 0.0 0.0 0.07
H -4.1171 -2.3193 -1.3368 0.0 0.0 0.0 0.27
H 4.7368 -1.3946 0.6565 0.0 0.0 -0.1 0.23
C -1.7263 0.6496 -1.2298 0.3 0.0 -0.1 0.16
H 3.4380 -0.2358 2.3009 0.0 -0.1 0.1 0.26
C 1.2333 3.5790 -1.4593 0.1 0.0 0.0 -0.22
N -4.7361 2.7352 -1.4952 0.2 0.2 0.0 -0.57
C -2.0962 -1.6468 -1.1792 0.1 0.1 -0.1 0.05
H 2.2560 -3.0196 -0.1009 -0.1 0.0 0.0 0.19
C -0.0794 3.9944 -1.4869 0.0 0.1 0.0 -0.08
N 0.5461 1.3112 -1.2673 0.5 0.1 -0.5 -0.50
C -0.8078 -2.1544 3.0721 -0.1 0.0 0.1 -0.23
N -3.0504 4.5528 -1.5462 -0.2 -0.3 0.0 -0.58
H 3.9474 -2.6380 1.5969 0.0 0.1 0.0 0.25
Pd 0.6946 -0.7822 -0.8466 -0.1 0.2 -0.5 1.08